[1]
DFT (wB97M-V/def2-TZVPD) results for C21H35CaFP2 as an isolated structure in a non-equilibrium geometry.

For the HOMO-LUMO gap, the calculation gives 6.4 eV. As for the energy above the lowest of the compared OMol25 structures with the same formula, charge and spin: 0.0 kcal/mol. Its total energy is -2281.183552 a.u. The lowest unoccupied orbital energy comes out at 0.02 eV.

ORCA input file:
```
! RIJCOSX wB97M-V def2-TZVPD def2/J DEFGRID3
* xyz 0 1
P 0.817 -2.096 -3.424
P -1.792 -2.820 -1.711
C -0.065 -3.721 -3.784
C -1.534 -3.696 -3.359
H 0.497 -4.498 -3.241
H 0.028 -3.910 -4.863
H -2.155 -3.156 -4.091
H -1.927 -4.717 -3.250
C -1.786 -4.303 -0.618
H -2.120 -3.981 0.375
H -0.763 -4.688 -0.540
H -2.456 -5.084 -1.002
C -3.602 -2.581 -1.835
H -4.123 -3.510 -2.087
H -3.794 -1.824 -2.600
H -3.952 -2.207 -0.869
C 2.535 -2.699 -3.603
H 3.195 -1.827 -3.571
H 2.684 -3.247 -4.539
H 2.760 -3.345 -2.750
C 0.627 -1.321 -5.084
H -0.416 -1.015 -5.218
H 0.927 -2.010 -5.884
H 1.264 -0.428 -5.102
Ca 0.879 2.558 1.773
C -1.159 1.131 1.037
C -0.405 0.246 1.727
C 0.508 -0.790 1.110
C 2.010 -0.404 0.887
C 2.342 0.950 0.325
C 1.563 1.631 -0.545
C 0.302 1.089 -1.177
C -1.067 1.345 -0.459
C 2.700 4.031 1.877
H -1.866 1.796 1.563
H -0.485 0.197 2.829
H 0.114 -1.233 0.180
H 0.541 -1.641 1.808
H 2.554 -0.491 1.841
H 2.425 -1.229 0.283
H 3.307 1.364 0.644
H 1.882 2.623 -0.906
H 0.368 0.021 -1.451
H 0.214 1.583 -2.157
H -1.360 2.391 -0.648
H -1.803 0.755 -1.035
H 2.156 4.948 2.097
H 3.258 4.072 0.951
H 3.292 3.692 2.722
F -1.553 4.729 7.344
C -1.044 4.235 6.158
C -1.669 4.632 4.978
C -1.146 4.083 3.759
C -0.111 3.194 3.874
C 0.537 2.837 5.004
C 0.051 3.360 6.248
H -2.517 5.319 5.000
H -1.568 4.384 2.792
H 1.421 2.169 4.998
H 0.479 3.107 7.215
*
```

List of Mulliken charges in e, atom by atom:
1 P 0.76
2 P 0.80
3 C -1.08
4 C -1.12
5 H 0.43
6 H 0.47
7 H 0.43
8 H 0.47
9 C -1.41
10 H 0.37
11 H 0.34
12 H 0.42
13 C -1.41
14 H 0.39
15 H 0.37
16 H 0.39
17 C -1.37
18 H 0.40
19 H 0.39
20 H 0.35
21 C -1.39
22 H 0.34
23 H 0.40
24 H 0.37
25 Ca 1.43
26 C -0.93
27 C -0.35
28 C 0.23
29 C -0.62
30 C -0.60
31 C -0.76
32 C 0.61
33 C -0.54
34 C -1.79
35 H 0.47
36 H 0.42
37 H -0.55
38 H 0.55
39 H 0.43
40 H 0.34
41 H 0.35
42 H 0.41
43 H -0.80
44 H 0.59
45 H 0.40
46 H 0.30
47 H 0.42
48 H 0.37
49 H 0.38
50 F -0.34
51 C 0.32
52 C -0.55
53 C -0.48
54 C -0.09
55 C -0.49
56 C -0.51
57 H 0.39
58 H 0.23
59 H 0.24
60 H 0.40

=====

[2]
DFT (wB97M-V/def2-TZVPD) results for C21H35GeN3O4Se4SiTe2W as an isolated structure in a non-equilibrium geometry.

For the HOMO-LUMO gap (alpha / beta), the calculation gives 5.5 / 4.5 eV. As for the energy above the lowest of the compared OMol25 structures with the same formula, charge and spin: 165.2 kcal/mol. Its total energy is -13861.480217 a.u. The lowest unoccupied orbital energy (alpha / beta) comes out at -1.80 / -2.77 eV.

ORCA input file:
```
! RIJCOSX wB97M-V def2-TZVPD def2/J DEFGRID3
* xyz 0 3
W -0.068 0.365 -0.138
O -0.590 3.324 4.364
C -0.436 2.080 4.780
O -0.581 1.765 5.932
C -0.086 1.027 3.785
C 0.074 -0.296 4.134
N 0.340 -1.030 3.036
N 0.359 -0.228 1.874
C 0.119 1.080 2.363
C 0.180 2.196 1.487
O -0.077 3.367 1.835
O 0.539 1.949 0.221
H -0.396 3.469 3.393
H 0.026 -0.740 5.108
H 0.455 -2.031 2.958
Se -1.672 -1.349 -0.085
Te -2.849 -3.543 -0.236
Te 0.942 -4.250 -1.365
Se 0.452 -1.901 -0.767
C 1.109 -1.973 -4.488
Si 0.007 -0.529 -5.027
C 0.662 1.069 -5.811
C -1.843 -0.845 -5.271
Se -0.157 0.768 -2.449
H 1.360 -2.605 -5.338
H 0.608 -2.623 -3.757
H 2.044 -1.636 -4.033
H 0.687 1.010 -6.894
H 1.666 1.304 -5.462
H 0.008 1.898 -5.534
H -2.080 -0.943 -6.327
H -2.430 -0.015 -4.876
H -2.164 -1.759 -4.769
C 6.480 -0.829 2.557
C 4.994 -0.503 2.469
C 4.747 0.843 1.796
C 3.267 1.113 1.595
Ge 2.556 0.269 -0.100
C 3.545 -1.459 -0.710
C 5.033 -1.495 -0.960
C 5.399 -2.823 -1.640
C 5.093 -4.039 -0.770
H 6.626 -1.798 3.030
H 7.001 -0.073 3.141
H 6.930 -0.858 1.568
H 4.580 -0.480 3.482
H 4.473 -1.292 1.916
H 5.248 0.879 0.825
H 5.170 1.636 2.420
H 3.096 2.190 1.502
H 2.721 0.771 2.480
H 3.149 1.262 -1.147
H 3.042 -1.763 -1.648
H 3.278 -2.245 0.010
H 5.568 -1.417 -0.018
H 5.332 -0.661 -1.596
H 6.469 -2.790 -1.861
H 4.863 -2.911 -2.585
H 5.377 -3.855 0.264
H 5.667 -4.890 -1.125
H 4.034 -4.316 -0.805
Se -2.358 1.250 0.480
C -3.418 2.847 0.365
C -4.532 2.788 -0.453
C -5.237 3.968 -0.625
N -4.894 5.094 -0.035
C -3.846 5.120 0.760
C -3.050 4.008 1.002
H -4.833 1.873 -0.948
H -6.098 3.993 -1.281
H -3.607 6.070 1.218
H -2.181 4.082 1.636
*
```

List of Mulliken charges in e, atom by atom:
1 W 0.32
2 O -0.58
3 C 0.60
4 O -0.61
5 C 0.06
6 C -0.80
7 N -0.38
8 N 0.47
9 C 0.78
10 C -0.01
11 O -0.86
12 O -0.53
13 H 0.43
14 H 0.59
15 H 0.15
16 Se 0.01
17 Te -0.09
18 Te -0.17
19 Se -0.17
20 C -0.49
21 Si 0.44
22 C -1.00
23 C -1.02
24 Se -0.14
25 H 0.47
26 H -0.06
27 H 0.13
28 H 0.39
29 H 0.33
30 H 0.33
31 H 0.39
32 H 0.34
33 H 0.33
34 C -1.54
35 C -0.06
36 C -0.80
37 C -0.56
38 Ge 0.75
39 C -0.80
40 C -0.04
41 C -0.57
42 C -0.91
43 H 0.34
44 H 0.44
45 H 0.31
46 H 0.48
47 H 0.04
48 H 0.28
49 H 0.50
50 H 0.42
51 H 0.14
52 H -0.17
53 H 0.10
54 H 0.61
55 H -0.26
56 H 0.33
57 H 0.41
58 H 0.26
59 H 0.22
60 H 0.39
61 H 0.04
62 Se 0.20
63 C 0.49
64 C -0.56
65 C -0.39
66 N -0.61
67 C -0.49
68 C -0.18
69 H 0.39
70 H 0.35
71 H 0.37
72 H 0.44

=====

[3]
DFT (wB97M-V/def2-TZVPD) results for C21H35N3O3 as an isolated structure in a non-equilibrium geometry.

For the HOMO-LUMO gap, the calculation gives 7.5 eV. As for the energy above the lowest of the compared OMol25 structures with the same formula, charge and spin: 447.3 kcal/mol. Its total energy is -1210.500610 a.u. The lowest unoccupied orbital energy comes out at 0.66 eV.

ORCA input file:
```
! RIJCOSX wB97M-V def2-TZVPD def2/J DEFGRID3
* xyz 0 1
C -3.682 -2.183 1.581
H -4.519 -2.737 1.552
C -2.472 -2.990 0.920
C -1.218 -2.416 0.928
H -1.319 -1.619 0.255
C -0.247 -3.342 0.361
N 1.028 -2.764 0.484
C 1.411 -1.706 -0.783
O 0.663 -1.510 -1.727
N 2.663 -1.130 -0.522
C 3.523 -1.148 0.557
H 3.522 -2.329 0.620
C 4.973 -1.029 -0.023
C 4.957 0.763 -0.036
H 5.731 0.961 -0.872
H 5.048 1.099 1.024
C 3.612 1.024 -0.556
N 2.766 1.659 0.599
C 3.338 3.159 0.801
H 4.266 3.100 1.224
H 3.028 3.774 -0.037
H 2.565 3.478 1.900
C 1.354 1.715 0.543
H 0.942 1.901 1.666
C 0.593 2.661 -0.763
C -0.775 2.148 -0.474
C -1.724 2.621 0.358
C -3.023 2.569 0.439
C -3.606 1.280 -0.126
C -2.608 0.576 -1.016
C -1.316 1.141 -1.239
H -0.672 0.462 -1.945
O -3.146 -0.409 -1.723
C -2.394 -1.252 -2.708
H -1.481 -1.573 -2.241
H -2.079 -0.267 -3.490
H -2.953 -1.947 -3.217
O -4.806 0.850 0.078
C -5.749 1.527 0.656
H -5.998 2.653 0.431
H -5.344 1.376 1.851
H -6.804 1.008 0.762
H -3.816 2.918 1.151
H -1.441 3.518 0.954
H 0.883 2.392 -1.598
H 0.884 3.477 -0.272
H 1.171 0.453 0.346
H 3.892 1.845 -1.304
C 2.936 0.135 -1.479
H 3.456 -0.188 -2.137
H 1.995 0.395 -1.885
H 5.726 -1.091 0.776
H 5.397 -1.271 -0.951
H 3.363 -0.913 1.564
H 1.631 -2.555 1.348
H -0.073 -4.116 1.043
H -0.470 -3.504 -0.804
H -1.067 -2.144 2.038
H -2.539 -3.899 1.564
H -2.734 -3.377 0.215
H -3.814 -1.397 0.758
H -3.429 -1.836 2.584
*
```

List of Mulliken charges in e, atom by atom:
1 C -1.13
2 H 0.52
3 C -2.20
4 C 1.02
5 H -0.48
6 C -0.86
7 N -0.21
8 C 0.46
9 O -0.67
10 N 0.22
11 C -0.76
12 H 0.79
13 C -1.15
14 C -0.75
15 H 0.25
16 H 0.40
17 C 0.72
18 N 0.12
19 C -1.12
20 H 0.52
21 H 0.38
22 H 0.22
23 C -0.29
24 H 0.35
25 C -2.42
26 C 0.80
27 C -0.30
28 C -1.13
29 C 0.19
30 C 0.68
31 C 0.81
32 H -0.26
33 O -0.44
34 C -0.48
35 H 0.02
36 H 0.25
37 H 0.34
38 O -0.30
39 C -0.92
40 H 0.28
41 H 0.38
42 H 0.20
43 H 0.35
44 H 0.23
45 H 0.86
46 H 0.80
47 H -0.16
48 H 0.45
49 C -2.22
50 H 1.04
51 H 0.21
52 H 0.39
53 H 0.44
54 H 0.14
55 H 0.24
56 H 0.48
57 H 0.17
58 H 0.22
59 H 0.43
60 H 1.50
61 H 0.05
62 H 0.35